(1)
Computed, not measured: 2 unconnected molecules or ions with the total composition C27H24O3, with ωB97M-V/def2-TZVPD.

LUMO energy: -1.93 eV
Energy above the lowest of the compared OMol25 structures with the same formula, charge and spin: 0.0000 eV

```
54
Properties=species:S:1:pos:R:3:forces:R:3:mulliken_charge:R:1
C -0.35781 -0.84630 0.62603 -0.465 -0.780 0.199 -0.525
H -4.05824 2.03609 0.83984 0.291 0.156 0.103 0.456
H -1.71917 -5.19204 1.46544 0.299 0.207 -0.112 0.376
H 5.17221 4.28960 0.78928 -0.287 -0.196 -0.005 0.385
C -1.99734 -1.28708 -1.89545 -0.160 -0.017 0.524 0.450
C -3.09388 2.37393 1.22387 0.242 0.016 0.133 -1.525
H -1.27935 1.07131 -3.29719 0.193 -0.121 0.374 0.383
H -1.23220 1.40892 -1.55604 0.156 0.080 -0.411 0.185
C -1.93767 1.71440 0.80209 0.006 0.108 0.065 0.380
H -0.92784 -3.05998 -3.95707 0.073 -0.171 0.222 0.352
H 0.89182 4.12857 0.28943 0.355 -0.184 0.056 0.538
C 3.07861 1.60210 1.01769 -0.312 0.354 0.064 -0.218
C 0.23989 -5.07450 0.53487 -0.110 0.198 -0.057 -0.505
C -0.10881 -2.28153 0.63540 0.202 -0.323 -0.011 0.495
H -3.91681 3.96823 2.43569 0.284 -0.159 -0.117 0.380
O 1.60399 -0.78855 -2.22807 -0.635 -0.795 -0.136 -0.666
C 0.63027 0.10773 0.46359 1.041 1.910 0.253 0.099
H -1.29598 -0.56429 1.11054 0.231 -0.083 -0.378 0.741
C 1.08462 -2.84076 0.13429 -0.021 -0.073 0.489 -0.347
C -3.01231 3.44616 2.11651 0.275 -0.047 0.016 -0.435
C 0.58240 1.46735 0.83099 -0.363 -1.898 -0.665 0.447
C 3.02503 4.35327 0.50679 0.157 -0.259 0.044 -0.733
H -1.67599 4.68327 3.30133 -0.062 -0.304 -0.193 0.394
C 1.83710 3.62450 0.50657 0.056 -0.276 0.128 -0.339
C 0.50263 -1.33137 -2.27826 -0.194 0.517 -0.106 0.116
H 0.30134 1.18706 -2.44823 -0.302 0.031 -0.012 0.360
C -0.66147 2.10416 1.26656 -0.697 0.829 0.696 0.831
C 1.23834 -4.22122 0.06333 0.053 0.014 0.146 -0.705
H 1.55873 -0.21154 -0.00404 -0.193 0.037 0.214 0.294
C -0.80842 -3.29477 -2.88902 0.706 0.505 -0.055 -0.658
H -2.91838 -3.07797 -2.62417 0.134 0.081 0.158 0.480
H -2.02049 -3.29365 -1.11332 -0.041 0.231 -0.294 -0.166
C -0.73788 0.84734 -2.35798 0.192 0.764 0.272 -1.587
H 0.35861 3.48309 2.60286 -0.359 -0.124 -0.133 0.603
H 2.99688 5.42675 0.30584 0.041 -0.369 0.024 0.379
H -2.04913 0.90129 0.08053 -0.033 0.426 0.184 0.332
H 3.10126 0.53248 1.23054 0.023 0.345 0.004 0.421
C -0.93246 -4.53581 1.08493 0.107 0.056 0.118 -0.342
C 4.26293 2.33536 1.02585 -0.143 0.224 -0.124 -0.805
C -1.99200 -2.80574 -2.10186 -0.436 0.191 0.354 -0.195
C -1.09766 -3.15598 1.14660 0.047 0.222 -0.250 -0.733
H -2.00767 -2.71474 1.56477 0.236 -0.235 -0.167 0.352
C -1.75899 3.84582 2.60497 -0.191 -0.232 -0.174 -0.818
C 1.83401 2.23766 0.78891 0.717 0.428 -0.200 0.050
O 0.44144 -2.68273 -2.45081 -0.167 0.052 -0.317 -0.316
H 1.90442 -2.18793 -0.16651 -0.314 -0.290 -0.156 0.364
H 5.20545 1.82935 1.23703 -0.247 0.150 -0.079 0.382
C -0.74358 -0.59569 -2.05151 0.092 -1.150 -0.189 1.289
C -0.60895 3.17597 2.19796 -0.042 -0.199 -0.202 -0.687
H 2.15116 -4.62250 -0.37924 -0.260 0.049 0.197 0.399
C 4.24460 3.71405 0.77430 -0.353 -0.138 0.007 -0.413
H -0.64485 -4.36862 -2.75002 -0.037 0.247 -0.161 0.370
H 0.37561 -6.15686 0.47401 -0.079 0.353 0.031 0.388
O -3.02801 -0.70370 -1.53045 0.296 -0.358 -0.372 -0.749
```
Positions in Å, forces in eV/Å.

(2)
Computed, not measured: a molecular structure, C27H25Br3F4N4OSn, with ωB97M-V/def2-TZVPD.

LUMO energy (spin up / spin down): -8.39 / -7.26 eV
Charge: +2
Energy above the lowest of the compared OMol25 structures with the same formula, charge and spin: 0.6153 eV

```
65
Properties=species:S:1:pos:R:3:forces:R:3:mulliken_charge:R:1
C -2.78609 -0.61758 -1.96588 0.185 0.084 -0.038 0.395
Br -1.06302 3.74152 -4.05907 0.090 -0.075 -0.036 -0.041
Br -1.44709 -1.67460 -2.81255 -0.017 -0.055 -0.018 -0.111
H -1.08185 -0.12660 3.86929 0.090 -0.003 0.026 0.591
C 0.75785 1.26699 2.62555 -0.019 -0.016 -0.031 -0.001
H 1.99164 -4.01328 2.76852 0.011 0.028 -0.023 0.355
C 3.94975 0.27389 -4.39523 -0.057 0.040 -0.083 -0.584
F -0.68862 2.01577 4.36284 -0.195 0.006 0.077 -0.295
H -1.50745 -3.80017 1.18931 -0.022 -0.041 0.053 0.523
H 4.66737 0.39299 -5.19576 0.016 -0.004 0.030 0.373
H -5.21503 2.92834 -0.00638 -0.019 -0.021 -0.020 0.368
C 0.44439 2.66354 -4.21909 -0.192 0.093 0.111 -0.267
C 4.17013 -0.62362 -3.37968 0.082 0.001 -0.060 -0.938
H 0.28652 -2.75410 -0.34519 -0.022 -0.027 -0.082 -0.303
C -1.49693 -1.61133 2.34834 -0.030 -0.243 0.397 -1.031
C 0.47667 2.10474 3.74480 0.067 -0.077 -0.039 0.642
C 0.39358 -3.69690 0.19733 -0.026 -0.141 0.146 -0.452
C 2.02155 1.50705 2.00512 -0.193 0.033 -0.031 0.146
H -2.07347 0.42677 2.54109 0.049 0.114 0.069 0.571
H 3.32734 -1.49163 -1.58728 0.011 0.027 -0.017 0.541
C 0.56332 -2.49567 3.41717 -0.280 -0.330 0.074 -0.361
C 1.97032 -2.96820 3.07762 -0.061 0.132 0.016 -1.267
C -4.11622 -0.77658 -2.27611 -0.106 -0.075 -0.052 -0.757
C -3.20800 1.07820 -0.50190 0.092 0.023 0.075 -0.761
H 2.60364 -2.87367 3.96117 -0.010 -0.045 -0.051 0.435
C 1.36411 3.07330 4.16037 0.134 -0.002 -0.009 0.064
H -0.19064 -4.53656 2.08282 -0.132 -0.068 -0.042 0.430
H 3.26465 4.02880 3.87082 0.000 -0.062 0.007 0.534
H -6.53628 1.79715 -0.32788 0.001 0.023 -0.009 0.389
H 2.39588 -2.35044 2.28123 0.006 -0.062 0.022 0.178
Br 3.51782 2.23120 -6.89673 -0.090 0.006 0.163 -0.064
N -0.02948 0.33075 2.08777 0.066 0.498 -0.128 0.392
C 2.90293 2.45190 2.44541 0.074 0.036 0.046 -0.073
F 1.02558 3.84773 5.17748 -0.021 0.037 0.062 -0.267
Sn 0.11459 -0.04954 -0.60833 -0.094 -0.248 -0.165 1.244
N 2.09457 -0.04351 -2.36371 -0.143 0.023 0.201 0.257
H -2.79331 1.83002 0.16118 0.003 -0.043 0.059 0.631
H 0.63670 -1.48643 3.82286 -0.037 -0.009 0.047 0.244
H 0.15149 -3.13205 4.21761 0.037 0.053 0.018 0.342
N -0.33384 -2.46315 2.26986 0.727 0.706 -0.712 0.678
C 1.29827 2.80557 -5.29358 -0.023 0.013 0.024 -0.459
C -5.52306 1.88423 0.05677 0.082 -0.019 0.012 -1.370
F 2.34360 0.76525 0.92982 0.014 -0.079 -0.140 -0.254
C 0.68390 1.68687 -3.19447 0.001 0.021 -0.043 0.412
F 4.06656 2.60062 1.82070 -0.033 0.013 0.000 -0.278
H -2.25268 -1.98364 3.06426 -0.074 -0.007 -0.174 0.268
H -5.54046 1.61014 1.11343 -0.019 0.003 -0.027 0.311
H 1.44989 -3.84512 0.42359 -0.017 0.087 -0.015 0.272
C 2.77587 1.04823 -4.39239 0.038 0.013 -0.014 0.670
C -4.57857 0.99185 -0.69848 -0.077 0.008 0.000 0.491
C 3.20205 -0.76905 -2.38618 -0.140 0.034 0.080 -0.402
H 0.06964 -4.50593 -0.46195 0.045 0.039 0.019 0.433
H -6.08120 -0.07284 -1.80866 0.017 0.011 0.007 0.429
H 5.07628 -1.21240 -3.34330 -0.048 -0.026 -0.018 0.433
H -1.97009 -1.59265 1.36278 -0.048 -0.027 -0.081 0.468
C -1.19102 -0.17636 2.78915 -0.122 -0.234 -0.084 -1.382
H -4.43212 -1.50418 -3.01087 -0.006 0.001 0.056 0.484
C 2.43580 2.01949 -5.39967 0.174 -0.002 -0.202 0.026
N -2.32362 0.27445 -1.10600 -0.056 -0.092 0.206 0.112
H 1.07704 3.54071 -6.05555 0.021 -0.029 -0.006 0.468
O -0.10423 1.54227 -2.22202 0.286 -0.005 0.102 -0.450
C -5.02219 0.03428 -1.60757 0.041 0.018 -0.035 -0.392
C 2.58489 3.25650 3.53335 0.012 0.089 0.020 -0.341
C -0.45905 -3.67121 1.46832 -0.065 -0.079 0.264 -1.137
C 1.88948 0.86790 -3.32629 0.023 -0.064 -0.002 0.435
```
Positions in Å, forces in eV/Å.

(3)
Computed, not measured: a molecular structure, C27H25CaF10N5O, with ωB97M-V/def2-TZVPD.

LUMO energy: -0.37 eV

```
69
Properties=species:S:1:pos:R:3:forces:R:3:mulliken_charge:R:1
F 6.54920 -0.19306 -1.90832 -0.042 0.000 -0.026 -0.299
H -6.54499 4.30002 -1.08609 0.004 -0.009 0.001 0.327
H -6.13415 4.86936 1.89644 0.014 0.002 0.001 0.401
C -4.48769 0.95500 0.28328 0.097 0.006 -0.031 0.378
H 0.66912 3.65582 2.32874 0.008 -0.028 0.020 0.574
C -0.11405 3.40784 -1.72080 -0.039 0.338 0.022 0.040
C 0.84386 1.57241 2.60387 0.000 0.160 0.063 -1.440
F -0.60172 6.63394 -3.28978 0.008 -0.029 0.045 -0.324
F -0.34246 3.99395 -3.98128 0.004 0.017 0.042 -0.302
H -0.88369 2.85606 2.33756 -0.020 -0.037 -0.011 -0.018
C 0.14512 2.77321 1.95073 0.087 0.091 0.187 -0.353
H 1.90532 1.62806 2.36453 -0.010 0.034 -0.025 0.296
H -4.28638 -2.42603 0.17973 -0.017 0.004 -0.010 0.445
N 0.35754 0.24470 2.18334 -0.081 0.265 -0.396 0.988
H -2.85519 4.37079 0.49649 -0.016 -0.037 0.006 0.086
C -6.31710 4.20055 1.05484 -0.039 -0.026 0.012 -0.850
F 5.07224 -0.47625 0.27164 -0.020 -0.003 -0.048 -0.334
C -2.71978 -1.03356 -0.26187 -0.058 -0.340 0.134 -0.334
C 3.28102 -0.28409 -3.41669 0.045 -0.052 -0.096 -0.233
N 2.15340 -0.61910 0.04687 -0.495 0.040 0.203 -0.677
C 4.66045 -0.19773 -3.30843 -0.025 -0.007 -0.001 0.782
C -4.00450 -1.38485 0.11674 -0.043 0.127 -0.064 -0.853
F -0.00871 2.10398 -2.14165 0.059 -0.010 0.221 -0.421
H 3.20920 -1.58441 1.61923 -0.063 -0.021 0.041 0.565
H -5.94103 -0.57675 0.62080 -0.003 0.001 -0.004 0.507
C -0.28703 4.35989 -2.69847 -0.050 0.052 -0.028 -0.018
H -7.28409 3.72135 1.21017 0.001 0.020 -0.008 0.445
N -2.29826 0.22493 -0.34599 0.166 -0.044 -0.017 0.066
F 1.14743 -0.53627 -2.45357 0.052 0.124 0.229 -0.446
H -0.67961 -0.20397 3.98479 0.018 0.006 -0.014 0.366
H -1.26661 -1.04257 2.53357 0.009 0.003 0.006 0.339
H -2.78538 2.21082 -0.17153 -0.022 0.003 0.010 0.601
H 0.86311 -1.75989 2.14332 0.020 -0.009 -0.007 0.394
C 5.22254 -0.27177 -2.04484 -0.074 0.001 -0.038 -0.084
N -5.28344 3.16266 1.09836 0.033 0.044 -0.055 0.223
H -1.99688 -1.80863 -0.50039 0.011 0.024 0.007 0.437
N 0.17598 2.65405 0.51331 -0.076 -0.447 -0.155 -0.322
H -5.35731 5.44435 -0.44078 0.001 0.004 0.006 0.264
C -0.03235 3.67550 -0.33319 -0.002 0.387 0.112 0.068
C -0.36954 6.02349 -1.00869 0.014 -0.085 0.013 0.256
H 3.19738 0.15149 1.74006 -0.006 0.004 -0.073 0.445
Ca 0.20771 0.53588 -0.29468 -0.191 -0.293 -0.505 1.981
O -6.60164 1.83926 -0.16651 -0.035 -0.035 0.010 -0.643
C -6.32171 4.96972 -0.25738 -0.009 0.014 -0.011 -1.078
F 2.70249 -0.23473 -4.62097 0.020 0.010 0.057 -0.304
H 1.71199 -0.83682 3.39182 0.021 -0.062 -0.018 0.305
C 1.36934 -0.81191 2.34565 0.177 -0.133 0.158 -1.149
H -3.57210 2.48412 2.07314 0.053 -0.022 -0.041 0.274
H -7.08557 5.74763 -0.23403 -0.005 -0.003 0.006 0.373
C -5.53819 2.03097 0.40478 0.017 -0.004 -0.012 0.318
H -2.42293 4.69609 2.17537 0.003 0.001 0.011 0.446
C 2.51012 -0.43733 -2.28803 0.244 -0.031 0.024 0.008
H 0.73529 1.67610 3.69378 0.136 -0.062 0.017 0.386
C -3.26077 4.55128 1.49413 0.039 0.007 0.009 -0.847
C 4.43374 -0.41977 -0.91871 -0.038 -0.001 -0.111 0.874
C -0.42090 5.69459 -2.35090 -0.007 -0.015 -0.072 0.751
F 5.42610 -0.05065 -4.40018 -0.036 -0.004 0.065 -0.318
F -0.50460 7.29917 -0.63629 0.001 -0.026 -0.016 -0.324
H -4.52609 3.63642 2.96782 -0.002 -0.016 -0.021 0.293
C -4.14040 3.40549 1.96912 -0.034 0.022 0.065 -0.873
C -0.85992 -0.10053 2.90544 -0.104 0.010 -0.029 -1.308
H -1.61188 0.67649 2.75750 0.002 -0.005 0.014 0.183
C 2.58518 -0.70318 1.42238 0.137 0.061 0.183 -0.872
F -0.14019 5.47890 1.24272 -0.003 -0.007 -0.035 -0.445
C -0.17869 5.05284 -0.04132 -0.023 -0.036 -0.067 0.471
C -3.16837 1.20030 -0.07620 -0.113 0.080 0.048 -0.698
C 3.02377 -0.50375 -0.97094 0.235 -0.059 0.004 0.198
C -4.90861 -0.36885 0.37324 0.079 0.039 -0.006 -0.488
H -3.82071 5.48638 1.45920 -0.010 -0.003 -0.003 0.505
```
Positions in Å, forces in eV/Å.

(4)
Computed, not measured: 2 unconnected molecules or ions with the total composition C27H25ClNOS, with ωB97M-V/def2-TZVPD.

LUMO energy: -5.66 eV
Charge: +1
Energy above the lowest of the compared OMol25 structures with the same formula, charge and spin: 0.0000 eV

```
56
Properties=species:S:1:pos:R:3:forces:R:3:mulliken_charge:R:1
H 2.29984 -1.94431 3.66788 -0.098 0.293 -0.100 0.418
H -2.56235 -1.93787 2.62069 0.012 0.240 0.216 0.250
H 0.10131 3.50886 -1.97316 0.003 -0.446 -0.085 0.409
C 0.14195 2.42794 -2.15268 0.230 0.223 0.080 -0.686
C -3.85327 0.96066 3.02910 0.943 -0.886 -0.333 -0.583
C -5.47894 -1.48551 -3.00162 -0.686 -0.001 -0.468 0.886
H -4.72170 -1.02951 2.82403 0.023 0.420 0.213 0.343
H -1.51725 -2.74308 0.83354 -0.011 -0.183 0.194 0.168
H 0.39356 -1.42544 -2.60078 -0.026 0.447 -0.187 0.406
C 2.38539 0.22032 3.61078 -0.743 0.195 -0.043 0.484
H -8.33928 -1.93907 -4.76880 0.201 0.088 0.043 0.377
C -4.00764 -0.47516 3.45759 0.849 -0.237 -0.340 -0.831
H 2.01362 2.54178 -3.24624 -0.367 -0.275 0.192 0.409
C 1.22847 1.88821 -2.84979 -0.253 0.065 0.025 -0.506
H -0.05517 -2.04490 2.90037 0.194 0.243 0.172 0.384
C -2.57874 1.22373 2.57658 -0.953 0.261 -0.082 -0.674
C -4.86639 -0.53876 -3.82679 -0.105 0.063 -0.042 0.432
C 1.31256 0.50253 -3.02283 0.284 -0.204 0.246 -0.618
H 2.21826 2.35923 3.39469 -0.160 -0.245 -0.125 0.424
C -0.32023 0.11585 2.81979 0.639 -0.098 -0.606 0.382
N -3.59526 -0.19531 -3.37473 -0.265 0.849 -0.022 0.089
H -1.71830 2.00518 -1.08790 0.244 -0.063 -0.403 0.499
H -0.83240 -1.08793 0.73711 -0.156 -0.113 0.105 0.244
H -0.12589 2.27193 2.54592 0.261 -0.280 0.253 0.272
H -2.22590 2.18974 2.22097 -0.218 -0.269 0.082 0.436
H -3.11238 0.66903 -5.19594 0.222 -0.042 0.262 0.332
C -1.75329 0.08388 2.71092 0.560 -0.154 2.062 1.307
C -7.36180 -1.54521 -4.50047 0.138 0.072 0.144 -0.569
C -5.50135 -0.05289 -4.98000 -0.066 -0.198 0.386 -0.838
H -4.34985 -0.57823 4.49763 0.011 0.166 -0.278 0.366
H -1.73016 -0.02298 -4.31510 -0.208 0.220 0.069 0.332
C 1.75783 -1.02451 3.44962 -0.426 -0.191 -0.256 -0.991
C -1.93011 -0.70984 -1.63833 -2.044 -0.011 -0.687 -0.189
C -0.87852 1.60604 -1.66845 0.055 -0.777 -0.308 -0.252
C 1.70374 1.40592 3.28089 -0.085 -0.116 -0.209 -1.011
H -5.01675 0.71400 -5.58685 -0.342 -0.283 0.137 0.312
C -2.66201 0.54504 -4.20711 -0.136 0.034 -0.175 -0.863
H -4.66417 1.67608 3.07975 0.076 0.058 -0.030 0.500
C -0.83194 0.21540 -1.93127 0.439 0.440 0.002 0.518
H -2.15905 -1.42903 4.24456 0.053 0.388 -0.328 0.549
Cl 3.96566 0.29569 4.25946 -0.103 0.003 -0.142 -0.140
C -6.72802 -2.01912 -3.34455 0.522 0.431 0.030 -0.647
H -2.45394 1.53633 -3.78451 0.060 -0.246 -0.161 0.247
H -7.28391 -0.16419 -6.17119 0.095 -0.181 0.179 0.381
O -1.56555 -1.87597 -0.99285 -0.296 -0.470 0.832 -0.506
C 0.32321 -0.33567 -2.52464 -0.143 0.366 0.108 -0.212
C -6.76443 -0.55606 -5.29886 0.221 -0.191 0.356 -0.673
H 2.17546 0.05775 -3.52539 -0.255 0.234 0.132 0.409
C -3.22676 -0.73971 -2.16439 2.141 -0.326 -0.318 0.378
C 0.43293 -1.07847 3.03604 0.003 0.443 0.442 0.175
C 0.38779 1.35060 2.83057 0.045 -0.216 0.326 -0.381
C -1.64206 -1.75002 0.41514 0.350 0.235 -0.948 -0.501
H -7.16950 -2.76914 -2.69114 -0.095 0.133 -0.294 0.390
S -4.48348 -1.84218 -1.59528 0.138 0.002 -0.191 -0.385
H -2.61370 -1.31988 0.67851 0.015 -0.105 0.054 0.158
C -2.55998 -1.06421 3.28584 -0.785 0.193 -0.182 -0.610
```
Positions in Å, forces in eV/Å.